Formula: C41H67BF3N2O4P
Source: the OMol25 dataset
Level of theory: wB97M-V/def2-TZVPD

Structure (ORCA input):
```
! RIJCOSX wB97M-V def2-TZVPD def2/J DEFGRID3
* xyz 0 1
C -2.9155 1.5759 3.1131
C -1.9000 1.9566 2.0327
C -1.8100 1.0758 0.7711
C -3.1165 0.3151 0.4739
C -0.4887 0.3088 0.4260
O 0.3062 1.2148 -0.3450
C 0.1915 1.1053 -1.7582
C -1.1276 1.6262 -2.3813
C -2.1239 0.5719 -2.8510
O -3.2293 1.2318 -3.4714
C -1.5365 -0.3614 -3.9284
F -2.4293 -0.5959 -4.9407
F -0.3872 0.1080 -4.4870
F -1.2565 -1.5810 -3.3527
B 1.3048 2.0589 -2.3950
C 2.2766 1.6291 -3.5432
O 1.3306 3.3503 -1.8933
C 0.4826 -0.3549 1.4460
C 1.2813 0.7257 2.2448
N 1.2006 0.7751 3.7049
C -0.0297 0.7537 4.4584
N -0.0735 -1.4240 2.2591
C -1.4717 -1.8066 2.2249
C -1.9702 -2.6560 1.0514
C -1.7117 -4.1589 1.2181
C -2.7817 -4.7794 2.1182
C -1.7699 -4.8556 -0.1715
C 0.6369 -2.2068 3.2648
O 2.0060 -1.9698 3.5047
C 2.2755 -2.1643 4.8747
P 1.8431 -1.3264 0.4922
C 0.9651 -2.4502 -0.6646
C 2.8340 -0.3184 -0.7054
C 3.3908 1.0240 -0.2454
H -3.9110 1.4970 2.6907
H -2.6692 0.6923 3.6875
H -2.9666 2.4031 3.8197
H -2.2551 2.9389 1.7134
H -0.9260 2.1820 2.4496
H -1.8294 1.8144 -0.0209
H -2.9149 -0.4972 -0.2176
H -3.5886 -0.1283 1.3425
H -3.8442 0.9738 0.0060
H -0.8038 -0.4767 -0.2622
H 0.3195 0.0695 -2.0738
H -1.6340 2.3644 -1.7702
H -0.8914 2.1741 -3.2989
H -2.5154 -0.0239 -2.0317
H -3.6849 1.7333 -2.7985
H 3.2990 1.7519 -3.1884
H 2.1442 0.6041 -3.8679
H 2.1774 2.3181 -4.3819
H 1.6286 3.2966 -0.9814
H 2.3345 0.5209 2.0564
H 1.1105 1.7069 1.7906
H 1.7937 1.5150 4.0360
H -0.6831 -0.0608 4.1799
H -0.5885 1.6919 4.4564
H 0.2171 0.5791 5.5077
H -1.6393 -2.4431 3.0954
H -2.1019 -0.9428 2.4178
H -1.6429 -2.3015 0.0817
H -3.0592 -2.5499 1.0554
H -0.7174 -4.3350 1.6198
H -2.4871 -5.7831 2.4087
H -3.7043 -4.8485 1.5495
H -2.9457 -4.1750 3.0075
H -2.3663 -5.7609 -0.1462
H -2.1533 -4.1820 -0.9319
H -0.7716 -5.1340 -0.5017
H 0.1186 -2.0674 4.2239
H 0.5197 -3.2745 3.0385
H 3.3297 -2.3890 4.9964
H 1.7194 -3.0251 5.2505
H 2.0125 -1.2769 5.4502
H 1.7637 -2.8307 -1.3016
H 0.2476 -1.9698 -1.3265
H 0.5566 -3.2992 -0.1357
H 2.3513 -0.2785 -1.6810
H 3.7041 -0.9530 -0.8915
H 4.0250 0.8740 0.6253
H 4.0107 1.4431 -1.0316
H 2.6015 1.7123 0.0373
C -6.3109 -2.7072 -5.7283
C -5.0234 -2.1884 -5.7183
C -4.1089 -2.5816 -6.6871
C -4.4904 -3.4867 -7.6684
C -5.7783 -4.0036 -7.6790
C -6.6885 -3.6160 -6.7066
H -7.0224 -2.4013 -4.9720
H -4.7343 -1.4764 -4.9584
H -3.1051 -2.1837 -6.6828
H -3.7807 -3.7904 -8.4273
H -6.0726 -4.7086 -8.4457
H -7.6923 -4.0210 -6.7121
C 1.6017 8.5591 -0.0080
C 1.8955 7.9227 -1.2063
C 1.2322 6.7543 -1.5540
C 0.2695 6.2260 -0.7060
C -0.0252 6.8627 0.4919
C 0.6424 8.0281 0.8424
H 2.1212 9.4689 0.2636
H 2.6435 8.3376 -1.8696
H 1.4650 6.2510 -2.4829
H -0.2459 5.3148 -0.9795
H -0.7764 6.4500 1.1536
H 0.4150 8.5226 1.7780
C 8.0685 -1.3202 3.2832
C 7.2476 -1.9622 2.3663
C 5.9037 -1.6265 2.2836
C 5.3788 -0.6423 3.1101
C 6.2023 0.0010 4.0243
C 7.5451 -0.3397 4.1138
H 9.1162 -1.5838 3.3503
H 7.6556 -2.7256 1.7163
H 5.2571 -2.1282 1.5740
H 4.3281 -0.3827 3.0431
H 5.7961 0.7699 4.6694
H 8.1842 0.1604 4.8302
*
```

Its structure (SMILES) is CC[C@H](C)[C@@H](O[C@@H](C[C@@H](O)C(F)(F)F)B(C)O)[C@@](CNC)(N(CCC(C)C)COC)P(C)CC.c1ccccc1.c1ccccc1.c1ccccc1. The LUMO energy is 0.323 eV. The energy comes out at -72889.5799 eV. The calculation puts the energy above the lowest of the compared OMol25 structures with the same formula, charge and spin at 0.0 kJ/mol.